# 1
The following is a DFT calculation (wB97M-V/def2-TZVPD) of a cluster of 3 separate species, C23H47ClNO7P in total in a non-equilibrium geometry.

The orbital gap comes out at 9.01 eV. The value obtained for the HOMO energy is -8.36 eV. As for the SMILES: CCCCC[C@](Cl)(OC(=O)CCCCCCCOC)[PH2]=N.CCOC(C)=O.CCOC(C)=O. The maximum force is 1.03 eV/Å. Its LUMO energy is 0.0241 Eh.

Geometry as ORCA input:
```
! RIJCOSX wB97M-V def2-TZVPD def2/J DEFGRID3
* xyz 0 1
C -5.30 1.66 -0.17
C -4.63 2.09 1.14
C -3.18 2.58 0.93
C -2.15 1.45 0.98
C -0.74 2.04 0.94
C 0.46 1.13 1.26
Cl 1.80 2.20 1.81
O 0.98 0.45 0.13
C 0.14 -0.38 -0.55
O -0.64 -1.08 0.03
C 0.39 -0.36 -2.03
C -0.54 -1.26 -2.82
C -1.97 -0.75 -2.95
C -2.92 -1.76 -3.65
C -4.13 -2.11 -2.78
C -3.85 -3.25 -1.77
C -4.23 -2.90 -0.35
O -5.63 -2.73 -0.29
C -6.09 -2.24 0.95
P 0.34 -0.09 2.68
N 1.44 -1.19 2.65
H -4.89 0.73 -0.55
H -5.18 2.43 -0.94
H -6.38 1.51 -0.02
H -5.22 2.89 1.60
H -4.61 1.24 1.83
H -2.94 3.32 1.71
H -3.12 3.10 -0.03
H -2.31 0.81 0.10
H -2.33 0.86 1.88
H -0.69 2.86 1.67
H -0.54 2.49 -0.04
H 1.42 -0.71 -2.15
H 0.38 0.68 -2.38
H -0.12 -1.41 -3.82
H -0.56 -2.25 -2.34
H -1.98 0.21 -3.49
H -2.36 -0.56 -1.95
H -3.26 -1.37 -4.61
H -2.35 -2.68 -3.84
H -4.43 -1.24 -2.20
H -4.97 -2.39 -3.41
H -2.80 -3.54 -1.80
H -4.43 -4.14 -2.06
H -3.73 -1.96 -0.06
H -3.92 -3.69 0.35
H -6.29 -1.16 0.89
H -5.37 -2.42 1.75
H -7.02 -2.75 1.21
H -0.95 -0.62 2.54
H 0.32 0.76 3.80
H 2.06 -1.11 3.45
O 3.44 0.17 4.65
C 4.39 -0.43 5.07
O 4.87 -0.09 6.28
C 5.90 -0.84 6.93
C 7.29 -0.42 6.49
C 5.08 -1.49 4.24
H 5.74 -1.91 6.80
H 5.76 -0.63 7.99
H 7.45 -0.62 5.43
H 8.04 -0.97 7.06
H 7.43 0.65 6.66
H 5.78 -0.99 3.58
H 4.32 -1.97 3.63
H 5.61 -2.24 4.82
O 1.61 1.58 -6.53
C 2.50 1.85 -5.78
O 2.96 0.88 -4.96
C 4.11 1.05 -4.12
C 3.75 1.71 -2.80
C 3.07 3.25 -5.68
H 4.90 1.58 -4.64
H 4.47 0.04 -3.95
H 3.37 2.72 -2.94
H 4.62 1.75 -2.15
H 2.98 1.13 -2.30
H 2.44 3.82 -5.00
H 3.02 3.70 -6.67
H 4.10 3.30 -5.33
*
```

# 2
The following is a DFT calculation (wB97M-V/def2-TZVPD) of a structure of composition C21H53AsF6MgN3O18 in a non-equilibrium geometry.

Its energy above the lowest of the compared OMol25 structures with the same formula, charge and spin is 0.000 eV. The orbital gap comes out at 8.43 eV. The value obtained for the HOMO energy is -6.37 eV. The maximum force is 1.54 eV/Å. Its LUMO energy is 0.0759 Eh.

Geometry as ORCA input:
```
! RIJCOSX wB97M-V def2-TZVPD def2/J DEFGRID3
* xyz -1 1
Mg 1.98 0.15 -1.25
N -1.19 0.53 -0.62
O 0.02 0.34 -0.95
O -1.90 -0.46 -0.41
O -1.59 1.69 -0.46
N 2.82 -1.00 1.66
O 2.32 -0.40 0.65
O 2.08 -1.32 2.59
O 4.04 -1.21 1.68
As 0.87 -0.04 -4.71
F 1.75 1.31 -5.38
F 1.80 0.30 -3.18
F 0.09 -1.36 -3.90
F 0.00 -0.36 -6.18
F 2.14 -1.13 -5.18
F -0.33 1.08 -4.12
C -4.47 -1.20 0.31
N -4.18 -1.61 1.70
O -4.16 -2.80 1.93
O -4.03 -0.75 2.55
H -3.58 -1.37 -0.29
H -4.72 -0.14 0.30
H -5.32 -1.80 0.00
C -0.77 5.25 2.55
O -1.86 4.40 2.35
C -2.30 4.46 1.00
C -3.38 3.42 0.75
O -4.55 3.73 1.46
C -5.47 2.68 1.53
H 0.12 4.91 1.99
H -0.50 5.23 3.60
H -0.95 6.28 2.21
H -1.46 4.26 0.33
H -2.73 5.44 0.74
H -3.05 2.42 1.00
H -3.58 3.44 -0.33
H -5.02 1.84 2.08
H -5.74 2.26 0.55
H -6.37 3.03 2.03
C 4.23 -0.76 5.44
O 2.86 -0.61 5.16
C 2.46 0.70 5.47
C 1.27 1.12 4.60
O 0.39 0.05 4.36
C -0.64 0.50 3.50
H 4.49 -1.80 5.28
H 4.45 -0.48 6.48
H 4.88 -0.09 4.85
H 3.21 1.48 5.27
H 2.29 0.81 6.55
H 1.64 1.51 3.64
H 0.72 1.95 5.06
H -1.22 -0.39 3.25
H -0.23 0.84 2.55
H -1.28 1.25 3.96
C 0.95 -2.75 -1.30
O 1.94 -1.78 -1.61
C 3.10 -2.32 -2.19
C 4.30 -1.62 -1.59
O 4.08 -0.20 -1.48
C 5.20 0.43 -0.92
H 0.67 -3.32 -2.19
H 0.07 -2.30 -0.84
H 1.36 -3.48 -0.59
H 3.10 -2.28 -3.28
H 3.22 -3.37 -1.90
H 5.18 -1.74 -2.24
H 4.63 -2.00 -0.62
H 5.36 0.17 0.13
H 5.15 1.52 -0.99
H 6.11 0.12 -1.45
C -5.05 -6.23 -5.88
O -4.71 -5.26 -4.93
C -5.41 -5.33 -3.72
C -4.83 -4.28 -2.79
O -3.51 -4.62 -2.44
C -2.85 -3.65 -1.64
H -4.88 -7.25 -5.52
H -4.46 -6.07 -6.78
H -6.09 -6.16 -6.22
H -5.30 -6.31 -3.24
H -6.47 -5.07 -3.83
H -5.41 -4.13 -1.87
H -4.83 -3.36 -3.39
H -3.22 -3.63 -0.62
H -2.84 -2.68 -2.16
H -1.83 -4.03 -1.64
C 4.60 2.43 2.31
O 3.52 2.15 1.47
C 2.95 3.28 0.86
C 1.84 2.77 -0.05
O 2.34 2.00 -1.13
C 2.95 2.76 -2.16
H 5.10 1.50 2.60
H 4.27 2.90 3.25
H 5.30 3.10 1.80
H 3.73 3.82 0.30
H 2.51 3.94 1.62
H 1.23 3.63 -0.37
H 1.16 2.16 0.55
H 2.23 3.13 -2.89
H 3.73 2.16 -2.64
H 3.47 3.64 -1.77
*
```

Q: The highest maximum force belongs to which entry?
A: C21H53AsF6MgN3O18